Density functional theory data (the ωB97M-V functional and the def2-TZVPD basis) for one molecule with the formula C27H41N3O6.

Results
LUMO, eV: 0.502
Structure (SMILES): CC(C)[C@@H](NC(=O)OC(C)(C)C)C(=O)NC[C@H]1CC[C@H](C(=O)N[C@@H](Cc2ccccc2)C(=O)O)CC1
Spin multiplicity: 1
HOMO level, eV: -9.10

Last column: Mulliken charge in e.
Element x y z (Å)
C  3.01  -2.29  -5.59  -1.51
C  2.10  -3.20  -4.77  0.62
C  2.74  -4.57  -4.58  -1.53
C  1.81  -2.57  -3.40  -0.20
N  1.24  -1.24  -3.55  0.07
C  1.39  -0.28  -2.61  0.50
O  1.98  -0.45  -1.56  -0.67
O  0.81  0.85  -3.03  -0.54
C  0.95  2.08  -2.29  1.89
C  0.19  3.11  -3.13  -1.93
C  2.42  2.47  -2.17  -1.86
C  0.31  1.95  -0.91  -1.66
C  0.81  -3.43  -2.58  0.10
O  -0.04  -4.12  -3.10  -0.68
N  0.99  -3.31  -1.26  -0.01
C  0.14  -3.97  -0.30  -1.63
C  -0.62  -2.99  0.61  0.36
C  -1.42  -1.98  -0.20  0.05
C  -2.22  -1.06  0.72  -1.29
C  -1.28  -0.34  1.70  2.93
C  -2.11  0.55  2.61  -0.64
O  -2.56  0.20  3.68  -0.70
N  -2.32  1.79  2.10  0.26
C  -3.01  2.82  2.83  -0.14
C  -2.00  3.80  3.48  -1.29
C  -1.00  3.02  4.28  0.46
C  0.17  2.57  3.68  -0.15
C  1.06  1.78  4.39  -0.72
C  0.78  1.41  5.69  -0.41
C  -0.39  1.86  6.29  -0.65
C  -1.28  2.65  5.59  -0.30
C  -3.91  3.60  1.89  0.21
O  -3.78  3.62  0.70  -0.58
O  -4.83  4.30  2.54  -0.44
C  -0.48  -1.36  2.51  -1.17
C  0.32  -2.26  1.57  -0.71
H  3.97  -2.17  -5.09  0.34
H  2.58  -1.31  -5.74  0.32
H  3.19  -2.74  -6.57  0.45
H  1.14  -3.33  -5.28  0.29
H  2.07  -5.23  -4.04  0.36
H  2.96  -5.02  -5.55  0.42
H  3.67  -4.49  -4.02  0.35
H  2.74  -2.46  -2.83  0.46
H  0.62  -1.07  -4.32  0.35
H  0.24  4.09  -2.66  0.39
H  0.62  3.17  -4.12  0.49
H  -0.86  2.82  -3.22  0.39
H  2.96  1.72  -1.59  0.34
H  2.87  2.53  -3.16  0.44
H  2.51  3.43  -1.68  0.47
H  0.87  1.23  -0.31  0.29
H  -0.72  1.61  -1.01  0.48
H  0.31  2.91  -0.40  0.54
H  1.64  -2.61  -0.92  0.30
H  0.75  -4.64  0.32  0.39
H  -0.57  -4.57  -0.88  0.55
H  -1.32  -3.59  1.21  0.36
H  -2.09  -2.50  -0.89  0.52
H  -0.73  -1.37  -0.80  -0.35
H  -2.94  -1.65  1.29  0.35
H  -2.78  -0.33  0.13  0.47
H  -0.59  0.28  1.13  -1.01
H  -1.97  2.04  1.19  0.24
H  -3.60  2.33  3.62  0.51
H  -1.50  4.37  2.69  0.41
H  -2.56  4.50  4.11  0.48
H  0.40  2.85  2.66  0.35
H  1.97  1.44  3.91  0.40
H  1.46  0.78  6.24  0.41
H  -0.61  1.57  7.31  0.39
H  -2.19  2.98  6.05  0.41
H  -5.38  4.81  1.93  0.37
H  -1.17  -1.95  3.11  0.33
H  0.18  -0.83  3.19  0.27
H  0.89  -2.98  2.16  0.40
H  1.02  -1.65  1.01  0.25